(1)
The following is a DFT calculation (ωB97M-V/def2-TZVPD) of one molecule with the formula C3H5NOS2.

```
12
Properties=species:S:1:pos:R:3:forces:R:3
S 0.2453 -0.9756 -0.0172 0.135 0.354 -0.084
S 1.3769 1.7961 -0.0108 -0.554 -0.357 -0.010
O -2.4404 -0.5462 -0.0165 -0.303 -0.307 0.016
N -2.4216 0.8223 -0.0136 -0.683 -0.093 0.111
C 2.0336 -1.1814 -0.0087 -0.609 0.750 -0.315
C -1.2720 1.3415 -0.0035 0.688 1.121 -0.069
C 0.0959 0.7517 -0.0145 0.304 0.227 0.069
H -1.3041 2.4484 0.0093 0.176 -0.805 -0.035
H 2.4381 -0.7558 0.8888 0.250 0.266 0.439
H -3.3853 -0.7568 0.0408 0.326 0.052 -0.066
H 2.1314 -2.2398 0.0221 0.412 -0.911 -0.204
H 2.5023 -0.7044 -0.8763 -0.143 -0.297 0.149
```
Forces are in eV/Å.

As for the energy: -1043.60430 Eh. For the energy above the lowest of the compared OMol25 structures with the same formula, charge and spin, the calculation gives 223.0 kJ/mol. Its SMILES is CSC(=S)/C=N\O. The total charge is 0. Its frontier orbital gap is 0.2974 hartree.

(2)
The following is a DFT calculation (ωB97M-V/def2-TZVPD) of one molecule with the formula ClH2NP2.

```
6
Properties=species:S:1:pos:R:3:forces:R:3
Cl -2.6242 -0.1207 -0.3331 0.178 0.384 0.475
P 0.2922 -0.9075 0.0767 0.086 0.123 -0.317
P -0.8716 0.9369 0.3180 -1.655 -1.072 1.840
N 1.6876 -0.3470 0.5053 -2.349 2.435 0.213
H -0.8066 1.4693 -0.8995 0.818 0.759 -1.977
H 2.3225 -1.0309 0.3325 2.921 -2.629 -0.233
```
Forces are in eV/Å.

As for the energy: -1198.82255 Eh. For the energy above the lowest of the compared OMol25 structures with the same formula, charge and spin, the calculation gives 67.2 kJ/mol. Its SMILES is N=P#[PH]Cl. The total charge is 0. Its frontier orbital gap is 0.3088 hartree.

(3)
The following is a DFT calculation (ωB97M-V/def2-TZVPD) of an isolated ion of composition C5H10N and charge +1.

```
16
Properties=species:S:1:pos:R:3:forces:R:3
N -1.9544 -0.2487 -0.1014 4.266 -1.065 -0.790
C 0.4762 -0.7734 -0.0677 1.326 -3.612 -2.063
C -0.8244 0.1168 0.2508 0.987 1.471 0.542
C -3.2097 0.2241 0.0192 -5.248 1.604 5.037
C 2.7454 0.5954 -0.2647 -1.641 -2.404 -1.106
C 2.0186 -0.6179 0.1417 -3.496 2.430 0.589
H 0.5026 -0.8071 -1.2624 -0.109 0.134 1.933
H 0.0496 -1.8089 0.2525 1.464 1.506 -0.496
H -3.7436 0.5502 -0.8339 0.071 -0.384 -1.582
H 3.1528 0.9209 0.6504 0.223 1.268 1.634
H 2.2573 1.2321 -0.9669 -0.466 0.839 0.169
H -3.4554 1.1865 0.7244 1.314 -1.960 -1.133
H -3.9016 -0.6142 0.5380 1.566 1.687 -1.390
H -0.4089 0.9867 0.8121 -1.328 -0.013 -0.202
H 3.6647 0.2927 -0.6839 1.482 -0.627 -0.899
H 2.6309 -1.2352 0.7918 -0.410 -0.875 -0.244
```
Forces are in eV/Å.

As for the energy: -250.82702 Eh. For the energy above the lowest of the compared OMol25 structures with the same formula, charge and spin, the calculation gives 468.1 kJ/mol. The total charge is +1. Its frontier orbital gap is 0.2311 hartree.

(4)
The following is a DFT calculation (ωB97M-V/def2-TZVPD) of a 12-piece molecular cluster, C22H59BrO14Si overall.

```
97
Properties=species:S:1:pos:R:3:forces:R:3
Br -3.2722 -3.5630 -3.7477 1.759 1.337 1.514
Si 5.2018 -1.4344 -1.4045 0.237 1.638 1.059
O 7.4321 4.8468 -0.9920 0.285 -0.398 0.113
O 5.5739 2.5959 1.0603 0.250 0.062 0.649
O -5.4785 2.7565 0.2327 0.286 -0.459 0.106
O -7.2906 -4.5123 -3.5967 0.384 -0.385 -0.082
O 1.2370 2.5228 -2.0549 -0.300 -0.370 -0.249
O -0.8130 -4.4797 -1.3161 0.937 7.961 -4.063
O -2.2565 0.8183 2.4948 -0.038 -0.585 -0.149
O -1.1259 0.8294 -0.8269 1.172 -6.178 -4.503
O 4.6801 0.2483 -4.9526 0.143 -0.392 0.093
O -10.8778 -5.6461 -2.7506 0.385 -0.246 -0.025
O -3.6879 -0.6464 5.4277 0.369 0.359 0.044
O 3.8121 -1.2130 -2.4568 0.652 -2.278 0.615
O 1.0647 0.7009 2.5890 -0.127 -0.342 -0.466
O -3.1183 -0.7775 9.9620 -0.277 -0.004 0.651
C 1.1139 0.9006 3.9897 -0.120 -0.184 0.051
C 5.2915 -3.1396 -0.5148 0.127 -0.559 0.362
C -4.6395 -1.2470 4.5686 0.120 0.155 -0.134
C -5.3843 4.1628 0.3660 0.185 -0.066 0.088
C -11.1802 -4.4029 -2.1444 0.193 -0.124 -0.005
C 4.7564 3.6817 0.6640 0.032 0.100 0.211
C -1.9526 -2.4914 -2.6508 0.476 4.326 1.040
C 3.2916 -2.4867 -2.9777 -0.885 0.211 -1.525
C 3.9133 1.4378 -4.9885 -0.010 -0.163 0.175
C 5.0264 -0.0699 -0.0023 -0.080 0.216 0.202
C 7.5263 6.2531 -0.8586 0.185 -0.099 0.069
C -0.6777 -3.2666 -1.8984 -0.450 -4.377 2.269
C 6.8840 -1.1157 -2.2865 0.872 -0.792 -0.190
C -3.3568 -0.9384 8.5758 -0.215 0.054 -0.017
C -0.9081 -0.2514 -1.5802 -0.333 2.675 1.828
C 1.8765 3.0216 -0.8945 -0.201 -0.138 -0.054
C 2.1647 -3.2162 -2.0367 -0.453 -0.927 0.072
C 0.5995 -0.9226 -1.6997 -0.455 -3.612 -0.456
C -1.9545 2.1991 2.4141 0.190 0.095 -0.149
C 0.7515 -2.3995 -1.8821 -1.217 3.374 0.369
C -2.0902 -0.9876 -2.4971 1.385 -4.247 0.110
C -7.5931 -3.2692 -2.9905 0.231 0.048 0.044
H 1.6452 1.8322 4.1973 -0.061 -0.132 -0.139
H 8.4141 6.6113 -1.3855 -0.064 0.281 0.046
H 4.4011 -0.2480 -4.1644 0.111 0.192 -0.200
H 1.8957 -4.2455 -2.5778 0.525 2.252 1.161
H -0.8804 2.3299 2.2614 -0.058 0.210 -0.029
H -4.0254 -0.1479 8.2260 0.068 -0.128 -0.293
H -9.9237 -5.7952 -2.6364 -0.493 0.018 -0.186
H -4.4965 4.5211 -0.1609 -0.052 0.273 0.039
H -10.6114 -3.6093 -2.6351 -0.194 0.191 0.158
H 2.8519 1.1863 -5.0552 -0.098 0.286 0.012
H -2.9448 -0.3840 -3.0272 1.841 -1.258 1.401
H -3.9792 -0.8416 10.4095 0.586 0.057 -0.194
H 4.4553 -3.1653 0.3060 1.613 -0.192 -1.515
H 0.5878 -0.1325 2.4356 0.255 0.507 0.040
H -4.6755 2.3774 0.6289 -0.507 0.106 -0.235
H -7.0242 -2.4756 -3.4812 -0.125 0.201 0.148
H -5.3237 4.4261 1.4249 -0.012 0.274 -0.039
H -5.3102 -0.4800 4.1736 -0.146 -0.185 -0.143
H 2.7014 3.6718 -1.1951 -0.238 -0.158 -0.083
H 0.5101 1.9499 -1.7568 0.238 0.420 -0.066
H 2.5660 -3.5334 -0.9628 -0.840 0.910 -2.313
H -8.6616 -3.0705 -3.1013 0.245 -0.099 -0.058
H 5.1755 -4.0277 -1.2685 0.308 1.444 1.670
H 6.0033 0.5794 0.0715 -2.032 -1.358 -0.095
H -2.4063 -0.8715 8.0415 -0.176 -0.003 0.155
H 6.3533 -3.1800 0.0283 -2.329 -0.043 -1.213
H 7.7169 -1.1234 -1.4356 -1.764 0.135 -1.776
H 1.1606 3.5957 -0.3011 0.165 0.059 0.216
H 4.1041 2.0228 -4.0854 -0.196 0.209 -0.065
H 4.1348 0.6690 -0.2098 1.743 -1.471 0.498
H 6.9254 -0.1068 -2.8802 -0.013 -2.104 0.998
H -2.2489 2.6824 3.3486 -0.031 -0.158 -0.101
H 0.0973 0.9674 4.3851 0.064 0.039 0.234
H 7.5869 6.5163 0.2002 -0.006 0.283 -0.029
H -5.2197 -1.9778 5.1367 0.144 0.133 0.002
H 7.1083 -2.0722 -2.9553 -0.258 2.231 1.027
H -7.3404 -3.3098 -1.9281 -0.100 0.257 0.062
H -6.3365 -4.6615 -3.4826 -0.574 -0.011 -0.075
H -3.8065 -1.9176 8.3938 0.017 0.030 -0.302
H 1.6448 0.0685 4.4588 -0.018 0.123 0.245
H 5.5783 2.5814 2.0326 0.039 -0.067 -0.570
H -12.2487 -4.2042 -2.2551 0.169 -0.112 -0.027
H -1.9843 0.4165 1.6522 -0.147 0.208 0.403
H 4.7297 3.7266 -0.4272 0.176 -0.066 0.239
H 5.1722 4.6137 1.0549 -0.164 0.161 -0.173
H 6.6362 6.7118 -1.2955 0.114 -0.161 0.045
H -2.5083 2.6463 1.5849 0.092 0.257 0.021
H 4.8474 -0.6170 1.0243 0.288 1.226 -1.875
H 3.7430 3.5342 1.0454 -0.090 0.185 -0.070
H 8.2351 4.4677 -0.5958 -0.547 0.094 -0.251
H -10.9275 -4.4435 -1.0820 -0.094 0.267 0.071
H -4.1235 -1.7525 3.7486 -0.229 -0.083 -0.108
H 1.5385 -0.2262 -1.6387 -2.004 -1.390 -0.029
H 2.2681 2.1880 -0.3063 0.109 0.160 0.230
H -3.1886 -0.0032 4.8961 -0.207 -0.360 0.210
H 4.2031 2.0210 -5.8657 0.012 -0.145 0.108
H -6.2744 4.6216 -0.0708 0.120 -0.168 0.053
H 2.7454 -2.2237 -4.0061 1.145 -0.554 2.202
H 4.1948 -3.1878 -3.2806 -2.010 1.038 0.890
```
Forces are in eV/Å.

As for the energy: -4790.05521 Eh. Its SMILES is C[Si](C)(C)OCCC1=CC(=O)C=C(Br)C1=O.CO.CO.CO.CO.CO.CO.CO.CO.CO.CO.CO. The total charge is 0. Its frontier orbital gap is 0.2759 hartree.

(5)
The following is a DFT calculation (ωB97M-V/def2-TZVPD) of an isolated ion of composition C3H9N2S and charge +1.

```
15
Properties=species:S:1:pos:R:3:forces:R:3
S -0.2927 -2.6974 0.3018 -1.879 1.309 3.131
N -1.2786 -0.1159 -0.0281 -1.314 -1.673 -0.338
N 1.1456 -0.2018 0.2732 -1.221 1.580 -1.617
C 0.4589 1.1688 0.4391 2.346 0.344 1.428
C -0.8630 1.2163 -0.2770 1.738 -1.118 0.349
C -0.2692 -1.0411 -0.3131 0.125 0.467 -1.092
H -1.7854 -0.1103 0.8605 0.350 -0.999 -0.345
H -1.5935 1.8899 0.0515 -0.707 1.126 0.958
H 1.1975 1.8479 0.0223 -0.112 0.669 0.695
H 1.7640 -0.1257 -0.5660 -0.039 -0.487 1.410
H -0.6519 1.4893 -1.2712 -0.121 -0.263 -1.740
H 0.3700 1.1435 1.5374 -0.206 1.138 -0.465
H 0.2185 -3.0423 -0.7600 1.649 -1.720 -3.187
H 1.6199 -0.3648 1.1930 -0.327 -0.677 -1.457
H -0.0401 -1.0564 -1.4635 -0.281 0.304 2.269
```
Forces are in eV/Å.

As for the energy: -627.09581 Eh. For the energy above the lowest of the compared OMol25 structures with the same formula, charge and spin, the calculation gives 194.9 kJ/mol. Its SMILES is S[C@H]1NCC[NH2+]1. The total charge is +1. Its frontier orbital gap is 0.3934 hartree.

(6)
The following is a DFT calculation (ωB97M-V/def2-TZVPD) of a 2-piece molecular cluster, C4H4O3S overall.

```
12
Properties=species:S:1:pos:R:3:forces:R:3
S 0.3683 -2.4314 1.0985 0.802 -1.579 1.953
O -0.6336 -2.3063 -1.3073 0.323 0.172 -0.248
O -0.8223 1.3887 -2.2576 1.296 -0.223 -0.288
O -1.8950 1.2103 -0.3670 -0.941 0.055 1.581
C -0.8602 1.0494 -1.0395 -0.479 0.068 -0.459
C 0.5091 0.4775 1.1500 2.726 -0.363 -2.042
C -0.0527 -1.8589 -0.3584 -0.857 2.670 -1.873
C 0.3252 0.4174 -0.3420 0.895 -2.702 -1.691
H 0.6855 1.4942 1.3213 0.281 1.933 1.100
H 1.2688 0.5633 -0.9753 -1.105 -0.270 1.020
H -0.3247 0.1222 1.6414 -1.705 -0.585 1.162
H 1.4316 -0.1264 1.4358 -1.237 0.824 -0.213
```
Forces are in eV/Å.

As for the energy: -778.65499 Eh. For the energy above the lowest of the compared OMol25 structures with the same formula, charge and spin, the calculation gives 187.2 kJ/mol. The total charge is -2. Its frontier orbital gap (spin up / spin down) is 0.1786 / 0.1786 hartree.

> Which of these has the highest energy?

C5H10N

> Which formula does entry 3 have?

C5H10N